Entry 1:
# C4H7N3

The molecule C4H7N3 at a distorted geometry (ωB97M-V with the def2-TZVPD basis set, the OMol25 dataset).

## Properties
Energy relative to the best compared isomer or geometry (same formula, charge and spin) ... 178.3 kJ/mol
Calculated total energy ... -320.8154 Eh
LUMO energy ... 0.53 eV
HOMO energy ... -9.16 eV

```
14
Properties=species:S:1:pos:R:3:forces:R:3:lowdin_charge:R:1
C -2.29522 0.03861 -0.11342 0.0 0.0 0.0 -0.0959
C -0.84075 -0.40139 -0.00140 0.0 -0.1 0.0 -0.2595
N 0.00202 0.79620 0.08277 0.2 0.3 0.0 -0.0552
C 1.31748 0.96791 0.12055 -0.3 -0.3 0.0 -0.1021
N 2.02651 -0.21249 0.06054 0.1 0.1 0.0 -0.0120
C 3.37594 -0.11488 0.07116 0.9 0.0 0.0 -0.3231
N 4.53110 -0.02504 0.07856 -1.1 -0.2 0.0 0.1411
H -2.44444 0.64048 -1.01670 0.0 -0.1 0.1 0.0807
H -2.57792 0.64613 0.75388 0.0 -0.1 -0.1 0.0797
H -2.97196 -0.81819 -0.15931 0.1 0.1 0.0 0.0767
H -0.55880 -0.99940 -0.87838 0.0 0.1 0.1 0.1146
H -0.69905 -1.02508 0.89134 0.0 0.1 -0.1 0.1168
H -0.51424 1.66290 0.12851 0.1 -0.1 0.0 0.1064
H 1.64933 -1.15577 -0.01812 0.0 0.2 0.0 0.1319
```
Positions in Å, forces in eV/Å.

---

Entry 2:
# C2H8FN2

A cluster of 2 separate species, C2H8FN2 in total at a distorted geometry (ωB97M-V with the def2-TZVPD basis set, the OMol25 dataset).

## Properties
Energy relative to the best compared isomer or geometry (same formula, charge and spin) ... 243.0 kJ/mol
Total charge ... +1
Calculated total energy ... -290.0012 Eh
LUMO energy (alpha / beta) ... -4.00 / -4.00 eV
HOMO energy (alpha / beta) ... -12.50 / -12.49 eV

```
13
Properties=species:S:1:pos:R:3:forces:R:3:lowdin_charge:R:1
C 0.66156 0.88903 -0.69009 -1.5 -2.9 1.4 -0.0412
C -0.66248 -0.24640 1.19782 4.4 -4.2 0.8 -0.1351
N 0.13996 -0.94960 2.11227 0.6 0.9 0.3 0.1013
N -0.08627 0.41116 -1.91510 -2.1 -1.1 1.4 0.0665
F -1.10176 -1.23868 0.40139 -1.1 1.2 -1.1 0.0092
H 0.62015 1.92722 -0.58550 0.1 1.4 -0.1 0.0281
H 1.61496 0.38861 -0.60729 0.1 0.1 0.0 0.0552
H -1.30825 0.46695 1.62828 -0.8 1.0 -0.2 0.1170
H 0.68251 -1.84525 1.90497 -1.4 2.0 -0.2 0.1549
H 0.40035 -0.57455 3.04388 -0.4 0.0 -1.2 0.1258
H 0.48451 0.31654 -2.75989 -0.4 0.7 -0.2 0.1510
H -0.95009 1.04745 -1.95803 1.7 -1.2 -0.8 0.1908
H -0.49515 -0.59247 -1.77272 0.9 2.1 0.0 0.1764
```
Positions in Å, forces in eV/Å.

---

Entry 3:
# C26H24F5NO2P2Tm

A structure of composition C26H24F5NO2P2Tm at a distorted geometry (ωB97M-V with the def2-TZVPD basis set, the OMol25 dataset).

## Properties
Multiplicity ... 3
Energy relative to the best compared isomer or geometry (same formula, charge and spin) ... 0.0 kJ/mol
Total charge ... +1
Calculated total energy ... -3477.4117 Eh
LUMO energy (alpha / beta) ... -3.08 / -3.04 eV
<S²> ... 2.00
HOMO energy (alpha / beta) ... -10.74 / -10.75 eV

```
61
Properties=species:S:1:pos:R:3:forces:R:3:lowdin_charge:R:1
C -1.16428 3.47812 -2.29264 0.1 0.2 -0.1 -0.0447
C -1.01049 2.14249 -1.92129 0.4 -0.4 0.4 -0.2227
C 0.31261 1.64092 -1.74499 -0.5 -0.2 0.4 -0.1910
C 1.40166 2.43836 -2.06878 0.2 0.3 -0.2 -0.1089
C 1.23170 3.77216 -2.42401 -0.1 -0.2 -0.2 -0.0071
C -0.05653 4.29672 -2.52586 0.0 0.0 0.0 -0.0526
C 2.80566 1.84536 -1.89101 -5.1 -2.6 -3.6 -0.1991
C 2.78716 0.33310 -2.14547 0.4 0.0 -0.1 -0.1124
C 1.62978 -0.36436 -1.82914 -0.4 -0.3 0.0 -0.1812
C 1.53398 -1.74616 -2.13014 0.0 0.4 0.2 -0.2186
C 2.69492 -2.40993 -2.52868 0.2 0.1 -0.1 -0.0339
C 3.89324 -1.72011 -2.73071 0.0 0.1 0.0 -0.0558
C 3.93436 -0.33469 -2.56576 -0.2 -0.1 -0.2 -0.0107
H -2.17551 3.88167 -2.40445 0.4 -0.1 0.0 0.1205
H 2.11969 4.37865 -2.61916 -0.4 -0.1 0.0 0.1278
H -0.19900 5.33963 -2.80680 0.0 -0.3 0.1 0.1142
H 3.43079 2.29207 -2.67837 0.4 0.2 0.9 0.1626
H 2.65173 -3.48851 -2.70000 0.0 0.3 0.0 0.1214
H 4.78932 -2.25413 -3.04409 -0.3 0.1 0.1 0.1124
H 4.83868 0.24841 -2.76025 -0.2 -0.3 0.0 0.1264
N 0.57878 0.35137 -1.17437 0.6 0.0 -4.6 -0.1906
Tm -0.04128 0.13161 0.69452 -0.1 -0.2 3.2 1.2738
C -2.22929 1.26418 -1.67263 0.0 0.1 0.2 -0.2823
H -2.12402 0.27713 -2.15505 0.0 0.3 0.1 0.0903
H -3.14227 1.74978 -2.04638 0.3 -0.1 -0.1 0.1020
C 0.21021 -2.48186 -2.04821 -0.1 0.1 0.0 -0.2847
H -0.53366 -2.05001 -2.73968 0.3 -0.1 0.0 0.1012
H 0.34136 -3.54832 -2.28142 0.0 0.3 -0.2 0.1001
P -2.51894 0.98137 0.15130 -0.7 0.5 -1.4 0.8185
P -0.52928 -2.38427 -0.37891 0.4 -0.5 -0.2 0.8236
C 0.58016 -3.50033 0.53828 0.0 -0.1 0.4 -0.2336
H 0.40050 -3.36236 1.61210 0.1 -0.2 -0.2 0.0405
H 0.35517 -4.53637 0.25526 0.2 0.2 0.1 0.0589
H 1.63100 -3.27718 0.32059 -0.2 0.0 0.0 0.0557
C -2.02882 -3.40074 -0.51338 -0.3 0.1 0.1 -0.2439
H -1.75197 -4.44366 -0.72457 -0.2 0.3 0.0 0.0590
H -2.56343 -3.34940 0.44475 0.1 -0.1 -0.3 0.0544
H -2.68054 -3.01528 -1.30899 0.1 -0.1 0.2 0.0465
C -3.26858 2.55277 0.65807 0.0 0.3 0.6 -0.2347
H -4.35965 2.50223 0.54709 0.3 0.1 0.0 0.0572
H -3.02327 2.71048 1.71684 -0.2 0.2 -0.2 0.0505
H -2.86946 3.39536 0.08002 0.0 -0.2 0.1 0.0500
C -3.90646 -0.19278 0.16710 -0.1 -0.4 0.5 -0.2381
H -3.76062 -0.86324 1.02533 -0.3 0.1 -0.2 0.0470
H -4.84785 0.35761 0.29304 0.2 -0.3 -0.1 0.0543
H -3.93597 -0.79373 -0.75082 0.0 0.2 0.2 0.0491
C 3.17526 2.00332 -0.52241 1.7 1.0 -1.0 -0.2082
O 2.66834 1.67199 0.51689 0.0 0.1 0.3 0.0881
H 4.01859 2.50224 -1.00779 2.8 1.3 4.1 0.1494
F 0.81223 0.33014 7.36331 -0.2 -0.2 -0.7 0.1192
C 0.44399 -0.03909 6.12124 0.2 0.2 0.2 -0.1199
C 0.82575 0.74759 5.02636 0.5 0.6 0.8 -0.1269
F 1.57185 1.86082 5.20882 -0.6 -0.9 -0.1 0.1229
C 0.42588 0.35846 3.77344 -0.4 -0.4 -0.2 -0.0741
F 0.76076 1.14742 2.62601 -0.3 -0.8 1.2 -0.0484
C -0.32910 -0.81513 3.55790 0.0 0.1 -0.1 -0.2998
O -0.67496 -1.17268 2.34214 0.2 0.1 -0.4 -0.2794
C -0.70580 -1.59326 4.67231 0.1 0.2 -0.3 -0.1220
F -1.43499 -2.71238 4.46601 0.5 0.8 0.2 0.1121
C -0.31808 -1.20006 5.93913 -0.1 -0.2 0.8 -0.1098
F -0.67104 -1.93350 7.01835 0.3 0.6 -0.9 0.1252
```
Positions in Å, forces in eV/Å.

---

Entry 4:
# H80O40

A cluster of 40 separate species, H80O40 in total at a distorted geometry (ωB97M-V with the def2-TZVPD basis set, the OMol25 dataset).

## Properties
Energy relative to the best compared isomer or geometry (same formula, charge and spin) ... 1498.4 kJ/mol
Calculated total energy ... -3057.1866 Eh
LUMO energy ... -0.64 eV
HOMO energy ... -10.28 eV

```
120
Properties=species:S:1:pos:R:3:forces:R:3:lowdin_charge:R:1
H 4.70432 3.97125 1.90469 -4.5 3.1 -1.5 -0.0401
H 5.34381 2.42135 1.65244 -1.5 1.9 0.8 0.0683
O 5.28532 3.33055 2.03233 6.6 -3.9 3.3 -0.0389
H -2.28399 2.17755 -5.89516 1.4 0.8 -0.6 -0.0006
H -2.87313 2.38526 -4.43213 0.5 0.4 -0.3 0.0161
O -2.92459 1.91800 -5.27236 -1.9 -1.2 1.2 -0.0378
H 2.77517 -5.37787 1.52322 0.3 -1.9 0.1 0.0154
H 2.54338 -4.02474 2.21155 -0.6 -1.6 -3.1 0.1167
O 2.51189 -4.52363 1.26689 0.4 3.8 2.6 -0.1003
H 0.81046 4.22549 -1.52189 0.2 2.3 -1.5 0.0183
H 0.60039 5.55162 -0.96989 0.1 0.7 -0.8 0.0418
O 0.82151 5.19952 -1.85939 -0.6 -2.0 2.9 -0.1115
H -1.62412 2.81156 5.57455 -3.8 -1.3 0.9 -0.0350
H -0.39178 2.26710 4.80926 -0.1 -1.5 -0.6 0.0055
O -0.77303 2.94141 5.33095 4.0 2.6 -0.2 0.0252
H -3.55337 -3.40717 2.71584 0.0 -1.8 -2.0 -0.0177
O -3.73678 -2.84855 3.41963 5.9 -1.4 3.3 0.0448
H -0.57473 0.54755 -0.82407 -1.0 0.3 -1.2 0.0646
O -1.17848 0.94372 -1.52061 2.1 -1.9 1.3 -0.0740
H -0.32001 -5.15084 1.53240 -0.1 -0.6 0.1 0.0199
H -0.22115 -6.63673 1.86851 -2.1 -3.1 -0.4 0.0030
O 0.21868 -5.85270 1.94144 1.9 3.0 0.4 -0.0288
H -4.26204 -2.32267 -0.63089 0.4 0.5 -0.9 0.0185
H -3.67794 -3.79116 -0.77920 -0.5 1.0 0.2 0.0685
O -4.01034 -3.10109 -0.15141 0.3 -2.1 0.1 -0.0488
H 2.13326 2.79929 0.02609 -0.7 0.0 0.6 0.0512
H 0.64814 2.35186 -0.26709 1.1 0.8 -0.4 0.0567
O 1.52233 2.57730 -0.68508 -1.3 0.8 0.4 -0.0850
H 2.51031 0.04930 1.36109 2.8 -1.5 1.6 0.0933
H 3.71998 -0.88519 1.54887 1.2 -1.7 -1.5 -0.0028
O 3.21910 -0.32736 2.08200 -3.7 2.0 -0.8 -0.0871
H -2.49890 -3.87354 0.70540 2.6 -0.7 3.0 0.1163
O -1.83864 -4.10752 1.54367 -3.8 -4.2 -4.6 -0.0652
H -2.31881 -5.17274 -2.52280 0.6 0.5 0.2 0.0443
H -1.29637 -4.31148 -1.53554 -1.6 -2.0 -0.7 0.0787
O -1.90511 -5.13278 -1.64792 0.9 1.8 0.8 -0.0877
H -3.28995 -1.96002 1.41946 -0.7 2.9 0.1 0.0363
H -4.22329 -0.83749 0.81165 1.1 0.1 0.6 -0.0190
O -3.52842 -0.96615 1.50619 0.3 -2.3 -0.4 -0.1055
H -3.20743 0.41382 5.28428 0.4 -1.0 -1.0 0.0789
H -2.96849 -0.87498 4.31262 -0.1 0.5 0.5 0.0350
O -2.73525 0.05666 4.49596 -0.1 -0.1 0.7 -0.0630
H 1.89277 -0.35311 -0.78294 -1.0 -0.3 -0.2 0.0314
H 1.58477 0.83080 0.28319 -2.3 0.5 0.3 -0.0262
O 2.19068 0.34512 -0.21844 3.2 -0.6 -0.4 -0.0311
H -3.96484 0.01507 -3.23501 -1.4 -1.3 1.6 0.0824
H -5.01999 -0.67225 -2.17420 -1.1 1.3 0.8 -0.0510
O -4.28135 -0.79146 -2.71840 2.8 -0.3 -2.3 -0.0532
H 1.93632 1.42642 2.99511 -0.6 -0.8 1.3 -0.0461
H 1.38378 2.91396 2.96851 0.1 -0.5 0.3 0.0667
O 1.87584 2.22689 2.50441 0.2 2.1 -1.9 -0.0290
H -3.16764 0.89058 2.85685 1.0 -6.3 2.4 -0.1112
O -3.27136 1.71755 2.60466 -0.4 6.5 -1.4 0.0007
H 3.84418 2.79999 -0.26303 1.4 0.4 0.3 0.0657
H 5.38842 3.27457 0.07634 -0.3 0.9 -0.1 0.0736
O 4.76402 2.56119 -0.01988 -1.8 -1.8 -2.4 -0.0562
H -0.32780 -2.73476 0.72925 -1.1 0.6 -2.0 0.0648
O -0.92401 -2.36116 -0.00939 4.0 1.6 -0.5 -0.1457
H -1.31417 4.20991 1.02511 -2.1 2.1 0.9 0.0297
H -0.68883 2.95638 1.44893 -0.1 -0.8 0.8 0.0248
O -0.71532 3.58138 0.74075 2.0 -1.3 -1.5 0.0145
H -6.19840 0.75104 -2.44952 -1.0 -2.3 -0.6 -0.0478
H -5.81736 1.78679 -1.50224 0.1 -0.2 -4.6 0.1373
O -5.88578 1.60688 -2.60713 0.7 2.8 5.1 -0.0961
H -0.81007 0.57289 2.13492 1.6 -1.3 -1.6 0.1113
H -0.38725 -0.68063 1.25366 -0.8 -1.3 -0.3 -0.0050
O -0.10878 0.18698 1.48894 -1.1 2.7 1.4 -0.0450
H 0.67998 0.93699 -4.45352 -0.2 0.5 -2.6 0.0988
H 0.74666 2.17860 -5.22017 0.5 3.0 0.3 -0.0062
O 0.54295 1.30250 -5.40747 -0.5 -3.1 2.5 -0.0503
H 3.71478 1.88998 3.75343 2.0 -1.7 -0.2 0.0644
H 4.09973 0.54577 3.10684 -1.0 -1.5 -1.7 -0.0918
O 4.41430 1.14593 3.73194 -0.4 3.7 2.7 -0.0789
H 2.32326 -0.79932 -6.04999 0.3 1.3 -0.2 0.0303
H 2.13131 0.76144 -6.24674 -0.3 -0.5 0.2 -0.0109
O 2.77987 0.04832 -6.26136 0.5 -1.2 0.0 -0.0876
H 2.42374 3.86400 -3.58473 0.0 0.1 0.2 0.0623
H 2.10084 3.20999 -2.21541 0.6 -0.2 1.1 -0.0407
O 1.82518 3.28893 -3.10446 -0.3 -0.7 -2.7 -0.0467
H -3.76463 2.47135 -1.11758 0.0 0.2 -0.3 0.0071
H -2.44912 1.75208 -0.69421 -3.7 0.0 0.6 0.0725
O -3.49623 1.82962 -0.46045 3.1 0.0 -0.1 -0.1175
H -6.06998 -0.79610 -0.13660 -0.7 0.7 1.5 0.0879
H -5.47737 0.52787 0.86086 -1.1 -1.5 -1.0 0.1003
O -5.46611 -0.07032 0.07130 0.5 0.7 -0.9 -0.0664
H 0.52380 -4.67692 3.47218 -1.9 -3.3 -0.9 -0.0275
H 0.61485 -3.28317 3.66076 -1.2 2.8 0.4 0.0079
O 1.14247 -4.03237 3.63564 3.3 0.9 0.9 0.0111
H 4.69032 1.66129 -1.47819 0.9 -1.2 -1.3 0.0204
O 5.03979 1.16390 -2.28723 -1.7 -1.2 2.5 -0.0564
H 3.91793 -1.23231 -2.45994 1.3 -1.1 1.7 -0.0507
H 3.84508 -0.63386 -3.76124 -2.0 0.0 1.2 0.1022
O 3.23964 -0.90000 -2.98665 0.3 1.0 -3.0 -0.0504
H -3.93090 1.64625 1.93833 -0.4 0.4 -1.4 -0.0007
H -4.51271 -2.46259 3.38985 -6.0 2.7 -0.8 -0.0323
H -0.15900 -1.84335 -0.56070 -2.5 -2.0 1.9 0.1034
H -0.77955 0.79229 -2.39704 -0.3 -0.2 0.6 0.0770
H -1.69559 -3.31093 1.89948 0.9 4.8 2.3 -0.0528
H 5.42665 1.83836 -2.77302 1.3 1.8 -1.7 -0.0046
O 2.58026 -4.25165 -2.59838 3.4 1.5 -2.8 -0.1228
H 2.65114 -3.46064 -3.24210 -1.2 -1.2 1.5 0.0268
H 3.52677 -4.51395 -2.89534 -2.1 -0.4 1.4 0.0827
O -1.70665 3.10900 -2.32351 2.0 0.6 0.0 -0.0886
H -0.79432 2.68467 -2.33312 -1.8 0.9 -0.4 0.0459
H -1.55531 3.65719 -1.53287 -0.5 0.1 -0.4 0.0310
O -3.54116 4.39462 3.85871 -1.2 -0.6 -1.0 -0.0869
H -4.16509 3.90500 3.24498 1.3 0.7 1.2 0.0522
H -3.09227 3.69133 4.34199 -0.1 0.0 -0.4 -0.0105
O 4.54354 -1.76123 -0.32449 0.7 0.9 -0.7 -0.0603
H 4.77071 -1.14299 -1.09018 0.2 -0.7 2.2 0.0726
H 5.21702 -1.68277 0.39090 -0.4 0.1 -1.2 0.0919
O 1.31179 -2.16156 -4.26638 1.7 -0.4 -2.1 0.0045
H 1.07586 -2.17561 -3.38773 0.3 -0.3 3.8 -0.0165
H 0.47784 -1.90999 -4.55987 -2.4 0.6 -2.1 0.0224
O 1.20606 -0.03683 3.81866 1.2 0.0 2.5 -0.1100
H 1.69413 -0.25714 3.00522 0.1 -0.7 0.7 -0.0143
H 1.85906 -0.12130 4.61217 -1.5 0.0 -2.4 0.1268
O 1.73277 -2.22328 -0.03122 2.7 -1.9 -0.1 -0.1603
H 2.66747 -1.83583 -0.17905 -1.8 -1.2 0.5 0.0276
H 1.98870 -3.23609 0.13171 -0.7 2.4 -0.5 0.0846
```
Positions in Å, forces in eV/Å.